{"formula": "C31H40CdN2OS2", "method": "ωB97M-V with the def2-TZVPD basis set", "homo_energy_ha": -0.2440, "e_above_lowest_kcal_mol": 4.0, "total_charge": 0, "homo_lumo_gap_ev": 5.296, "symbols": ["Cd", "C", "C", "C", "C", "C", "C", "C", "C", "C", "C", "H", "H", "H", "H", "H", "H", "H", "H", "H", "H", "H", "H", "H", "H", "H", "S", "C", "N", "C", "C", "N", "C", "C", "C", "C", "C", "C", "C", "C", "S", "C", "C", "C", "C", "C", "C", "C", "H", "H", "H", "H", "H", "H", "H", "H", "H", "H", "H", "H", "H", "H", "H", "H", "H", "H", "C", "C", "C", "O", "H", "H", "H", "H", "H", "H", "H"], "coordinates": [[-0.64571, -0.30635, -0.43341], [-0.28367, 0.89578, 2.75238], [-1.21637, 0.03955, 2.19717], [-1.91707, 0.75676, 1.13518], [-1.36342, 2.09305, 1.12026], [-0.38718, 2.16802, 2.10236], [0.52058, 3.32810, 2.41463], [-1.88004, 3.18685, 0.22881], [-3.34704, 0.45233, 0.73697], [-1.59655, -1.34352, 2.65422], [0.75183, 0.56542, 3.79549], [0.56538, 3.51596, 3.49176], [0.18001, 4.24804, 1.93351], [1.54608, 3.13533, 2.07630], [-1.20435, 4.04736, 0.22733], [-2.86496, 3.53902, 0.55731], [-1.99228, 2.84344, -0.80762], [-4.03122, 0.72322, 1.55077], [-3.48819, -0.60711, 0.52158], [-3.64577, 1.01997, -0.14540], [-1.80351, -2.00026, 1.80484], [-2.50112, -1.31506, 3.27218], [-0.80368, -1.80014, 3.24905], [0.81583, 1.34963, 4.55604], [1.75012, 0.47307, 3.34951], [0.52876, -0.37394, 4.30256], [1.68943, 1.65165, -0.52118], [1.00264, 2.45516, -1.79750], [0.96708, 3.79701, -1.86473], [0.10166, 4.46655, -2.82695], [0.21971, 3.80254, -4.15941], [-0.03952, 2.37008, -4.02730], [-0.79716, 1.77441, -5.14575], [-2.27593, 2.04794, -4.97742], [-2.99912, 1.39990, -3.97360], [-4.33920, 1.69718, -3.77620], [-4.97417, 2.64030, -4.57844], [-4.26502, 3.27638, -5.58780], [-2.91970, 2.98087, -5.78339], [0.37679, 1.68210, -2.96708], [0.28447, 0.01686, -2.92111], [1.69785, 4.67663, -0.94666], [2.84759, 5.34972, -1.66091], [2.86029, 6.72361, -1.86557], [3.91658, 7.32667, -2.54154], [4.96335, 6.55407, -3.02205], [4.95697, 5.17722, -2.81904], [3.90504, 4.57858, -2.14318], [0.40865, 5.50601, -2.90609], [-0.93560, 4.43024, -2.48121], [1.21806, 3.96320, -4.57343], [-0.51474, 4.22213, -4.84266], [-0.59674, 0.71291, -5.17354], [-0.42981, 2.22415, -6.06794], [-2.52262, 0.64418, -3.35949], [-4.89151, 1.18210, -2.99752], [-6.01994, 2.87305, -4.41948], [-4.75644, 4.00360, -6.22329], [-2.37270, 3.47286, -6.58288], [2.05244, 4.07367, -0.12000], [1.00421, 5.42449, -0.55544], [2.04430, 7.33262, -1.48438], [3.92051, 8.40115, -2.68858], [5.78219, 7.02187, -3.55756], [5.77995, 4.57183, -3.18085], [3.90056, 3.50429, -1.97548], [-0.58365, -4.14473, -0.41552], [-0.79493, -3.12919, -1.53117], [-1.49568, -3.77782, -2.71958], [-1.55518, -2.03990, -1.07723], [0.01826, -4.99222, -0.75978], [-1.55485, -4.51732, -0.07737], [-0.08041, -3.67799, 0.43435], [0.20673, -2.81542, -1.87988], [-2.49619, -4.10056, -2.41383], [-0.93407, -4.64430, -3.08669], [-1.60090, -3.05330, -3.53177]], "mulliken_charge": [1.535, 0.525, 1.513, -0.437, 0.918, 0.414, -1.693, -1.360, -1.552, -1.660, -1.643, 0.511, 0.352, 0.152, 0.197, 0.450, -0.059, 0.361, 0.314, 0.277, 0.245, 0.217, 0.423, 0.326, 0.245, 0.438, -0.059, 0.120, 0.604, -0.887, -0.667, 0.147, -1.954, 0.660, -0.031, -0.800, -0.437, -0.663, -0.323, 0.134, -0.451, -1.242, 0.351, -0.157, -0.666, -0.404, -0.722, -0.235, 0.487, 0.232, 0.278, 0.464, 0.675, 0.470, 0.578, 0.439, 0.390, 0.377, 0.386, 0.225, 0.503, 0.388, 0.386, 0.381, 0.401, 0.420, -1.395, 0.800, -1.456, -0.858, 0.427, 0.314, 0.264, 0.126, 0.334, 0.403, 0.233]}

***

{"formula": "C31H40Cl2MnO3S5Sb", "method": "ωB97M-V with the def2-TZVPD basis set", "homo_energy_ha": [-0.5222, -0.5224], "total_charge": 2, "homo_lumo_gap_ev": [5.042, 5.049], "symbols": ["Mn", "C", "C", "C", "C", "C", "C", "C", "C", "C", "C", "C", "C", "C", "C", "C", "C", "C", "H", "H", "H", "H", "H", "H", "H", "H", "H", "H", "H", "H", "H", "H", "H", "H", "H", "H", "H", "H", "H", "H", "H", "H", "H", "H", "H", "H", "H", "S", "Sb", "S", "S", "S", "Cl", "C", "Cl", "C", "O", "O", "H", "O", "S", "C", "C", "C", "C", "C", "C", "C", "C", "C", "C", "C", "C", "H", "H", "H", "H", "H", "H", "H", "H", "H", "H"], "coordinates": [[-0.48966, -0.19930, -0.56375], [-1.72026, 0.60039, 0.98185], [-2.63936, -0.08954, 0.13341], [-2.12999, -1.50606, 0.14650], [-1.05420, -1.55810, 1.07672], [-0.84856, -0.28013, 1.64864], [-0.03764, 0.08734, 2.89541], [1.09345, -0.92058, 3.23829], [0.50599, 1.50296, 2.78921], [-1.05362, 0.05929, 4.08533], [-2.69078, -2.79478, -0.42680], [-4.01023, -3.04043, 0.42835], [-1.75682, -3.98295, -0.13223], [-3.03558, -2.76992, -1.90406], [-3.91073, 0.65722, -0.27794], [-4.79600, 0.02592, -1.28758], [-4.67785, 0.71090, 1.08866], [-3.65993, 2.14001, -0.73265], [-1.75647, 1.64751, 1.16240], [-0.42545, -2.41556, 1.21648], [1.72380, -1.17505, 2.38625], [0.66107, -1.83020, 3.66356], [1.73309, -0.49435, 4.00320], [1.25828, 1.66649, 2.01278], [0.94663, 1.85167, 3.71358], [-0.27566, 2.25156, 2.60837], [-1.45810, -0.95120, 4.25395], [-1.92687, 0.70800, 3.93931], [-0.55781, 0.40680, 4.99869], [-3.79565, -3.42340, 1.46065], [-4.70082, -3.74055, -0.11983], [-4.60377, -2.12249, 0.45280], [-1.65450, -4.16540, 0.94754], [-0.78892, -3.82242, -0.61414], [-2.18232, -4.86771, -0.59766], [-2.27571, -2.31941, -2.53364], [-3.98478, -2.31658, -2.12925], [-3.15596, -3.83378, -2.16267], [-5.29418, -0.86695, -0.99968], [-4.37836, -0.04171, -2.27585], [-5.59523, 0.72941, -1.36946], [-4.86582, -0.27358, 1.49205], [-5.63587, 1.18666, 0.96650], [-4.16212, 1.31942, 1.85763], [-3.29050, 2.19561, -1.75890], [-2.96810, 2.59203, -0.02377], [-4.56280, 2.71079, -0.69920], [2.85500, -1.52800, -4.36611], [3.25666, -3.67119, -4.15353], [1.81262, -2.69011, -0.83617], [0.34550, -1.92366, -1.92575], [2.63956, -4.19390, -1.71898], [0.79677, 2.44105, -3.97794], [-0.84510, 2.49597, -3.36660], [-2.03683, 2.13793, -4.57520], [-0.88725, 1.45304, -2.24364], [-0.31694, 1.71266, -1.14112], [-1.34019, 0.27674, -2.38621], [-1.01130, 3.47167, -2.91433], [1.45724, 0.11737, 0.13521], [2.43143, 0.83312, -0.89973], [2.99815, 2.31273, -0.05542], [3.97824, 2.31542, 0.92760], [4.36430, 3.52980, 1.50193], [3.70469, 4.69945, 1.14060], [2.66459, 4.64778, 0.19600], [2.30043, 3.47212, -0.39367], [3.91568, -0.15398, -0.92416], [4.33245, -0.99407, 0.10532], [5.46052, -1.76839, -0.06396], [6.29674, -1.65543, -1.20176], [5.88759, -0.73159, -2.14030], [4.72846, 0.03656, -2.02405], [4.50980, 1.39610, 1.12759], [5.20004, 3.57674, 2.19343], [3.99154, 5.67522, 1.56279], [2.15356, 5.56678, -0.10325], [1.48815, 3.42684, -1.11222], [3.76507, -1.07964, 1.02065], [5.80328, -2.41550, 0.73913], [7.19495, -2.23332, -1.32986], [6.47489, -0.53788, -3.02816], [4.51444, 0.73373, -2.80715]], "mulliken_charge": [0.044, -1.346, 0.881, 0.123, -0.141, 0.920, 1.596, -1.688, -1.886, -1.583, 1.101, -1.398, -1.722, -1.238, 1.496, -2.177, -1.605, -1.384, 0.599, 0.915, -0.022, 0.358, 0.536, 0.285, 0.548, 0.337, 0.380, 0.286, 0.449, 0.294, 0.416, 0.200, 0.304, 0.260, 0.493, 0.176, 0.295, 0.484, 0.381, 0.292, 0.638, 0.361, 0.516, 0.287, 0.165, 0.231, 0.566, -0.243, 0.824, 0.328, 0.077, -0.191, -0.116, 0.502, -0.102, 0.038, -0.340, -0.520, 0.336, 0.031, 0.621, 0.322, -0.018, -0.894, -0.556, -0.706, -0.170, 0.339, -0.230, -0.596, -0.881, -0.595, -0.879, 0.488, 0.460, 0.402, 0.442, 0.179, 0.492, 0.473, 0.512, 0.445, 0.703]}